Record 1
Molecular formula: C4H8BrNO
Method: DFT, ωB97M-V with the def2-TZVPD basis set

XYZ file:
```
15
Properties=species:S:1:pos:R:3:forces:R:3:lowdin_charge:R:1
C 0.012841 0.230584 0.541390 0.44 0.78 -2.95 -0.396
C -0.376825 1.557914 1.081846 -1.29 -0.10 -2.19 -0.043
C -0.645487 -0.967287 1.109444 -2.36 3.33 0.02 -0.056
C 0.850614 -0.612901 -1.456898 1.15 -5.36 0.90 -0.762
N 0.706444 0.374871 -0.567353 -1.81 0.84 2.62 0.026
O 1.573865 -0.253999 -2.525913 0.49 1.25 -0.43 -0.063
Br -1.048913 -1.395514 -2.147236 0.70 0.53 0.11 0.416
H -1.374759 1.905006 0.579869 1.51 -0.92 1.09 0.138
H 0.355768 2.192842 0.621954 0.40 0.90 0.73 0.074
H -0.459881 1.457193 2.117421 -0.14 0.81 1.79 0.057
H -0.412358 -0.985576 2.124602 0.59 0.07 2.07 0.059
H -0.357486 -1.890980 0.732648 -0.44 -1.56 -1.21 0.028
H -1.771228 -0.522980 1.174339 2.13 -2.08 -0.67 0.168
H 1.271114 -1.847267 -0.822458 -0.87 3.63 -2.33 0.196
H 1.676291 0.758095 -2.563656 -0.49 -2.12 0.44 0.156
```
Forces are in eV/Å.

- spin multiplicity = 1
- relative energy (zero: lowest compared OMol25 entry of this formula, charge and spin) (kcal/mol) = 67.15
- molar mass (u) = 166.0
- total energy (eV) = -77855.095
- LUMO (eV) = -0.1
- HOMO level (Eh) = -0.3411
- total charge = 0

***

Record 2
Molecular formula: C4H8Cl2N
Method: DFT, ωB97M-V with the def2-TZVPD basis set

XYZ file:
```
15
Properties=species:S:1:pos:R:3:forces:R:3:lowdin_charge:R:1
C -1.642488 -0.743811 0.099161 0.27 -1.23 -0.17 -0.147
C -2.856148 -0.174222 -0.023514 -0.69 -1.17 1.00 -1.038
C 1.023083 -0.578034 0.604760 -5.28 -1.53 2.92 0.016
C -0.383730 0.062594 0.338614 0.84 1.25 -0.42 -0.319
N -0.338084 1.005217 -0.849644 -0.22 1.95 -0.01 0.169
Cl -4.382360 -1.067598 -0.209567 1.65 0.71 -0.09 0.648
Cl -3.132012 1.507229 0.351283 0.16 -0.31 -0.30 0.711
H -1.451385 -1.853199 -0.065414 -0.76 1.55 0.22 0.154
H 1.508002 -0.961490 -0.181968 1.50 -1.75 -3.07 0.043
H 1.596136 0.122439 1.058087 1.86 2.27 1.33 0.049
H 0.809508 -1.361418 1.419275 0.55 0.87 -1.37 0.142
H -0.436295 0.877781 1.045351 -0.83 -0.58 1.32 0.131
H -1.186642 1.668457 -0.831598 0.95 -1.56 -0.47 0.125
H -0.159148 0.520818 -1.689852 -0.76 -0.91 -1.67 0.151
H 0.442227 1.644117 -0.863536 0.75 0.44 0.76 0.164
```
Forces are in eV/Å.

- spin multiplicity = 1
- relative energy (zero: lowest compared OMol25 entry of this formula, charge and spin) (kcal/mol) = 1.28
- molar mass (u) = 141.0
- total energy (eV) = -30804.532
- LUMO (eV) = -3.8
- HOMO level (Eh) = -0.5162
- total charge = +1
- SMILES = C[C@@H]([NH3+])C=C(Cl)Cl

***

Record 3
Molecular formula: C4H8Cl2N2
Method: DFT, ωB97M-V with the def2-TZVPD basis set

XYZ file:
```
16
Properties=species:S:1:pos:R:3:forces:R:3:lowdin_charge:R:1
C 1.352356 1.146670 0.216030 -3.21 1.32 2.16 -0.209
C -0.148982 0.811935 -0.198848 5.00 0.28 -3.45 -0.791
C -0.710841 -0.145811 0.695634 -4.56 -1.14 2.56 -0.328
C -1.926854 -0.871279 -0.070214 0.13 -2.47 1.61 -0.547
H 1.862555 -1.352517 -0.092493 1.84 2.66 -3.85 0.215
H 3.330403 -0.922820 -1.182397 -2.26 1.69 1.24 0.102
H 1.205546 1.904135 1.033842 1.36 -0.36 -0.75 0.111
H 0.031218 0.389356 -1.232183 -0.82 0.37 0.88 0.110
H -0.137341 -0.763315 1.413492 0.50 -0.48 -1.50 0.125
H -1.181240 0.432924 1.545865 -0.05 -0.21 -0.91 0.117
H -2.348617 -1.762647 0.557403 0.87 1.73 -0.95 0.088
H -1.573284 -1.362382 -1.019930 -0.40 0.95 0.77 0.080
N 2.358091 -0.448679 -0.945480 -0.64 -5.95 2.19 -0.069
N 2.435173 0.547884 0.005922 1.02 1.51 -0.04 -0.121
Cl -1.135635 2.255580 -0.330898 0.42 0.77 -0.04 0.643
Cl -3.412548 0.140961 -0.395742 0.80 -0.68 0.08 0.473
```
Forces are in eV/Å.

- spin multiplicity = 1
- relative energy (zero: lowest compared OMol25 entry of this formula, charge and spin) (kcal/mol) = 81.76
- molar mass (u) = 155.0
- total energy (eV) = -32298.852
- LUMO (eV) = 0.4
- HOMO level (Eh) = -0.3390
- total charge = 0

***

Record 4
Molecular formula: C4H8Cl2Si
Method: DFT, ωB97M-V with the def2-TZVPD basis set

XYZ file:
```
15
Properties=species:S:1:pos:R:3:forces:R:3:lowdin_charge:R:1
C -1.904854 0.804835 0.355317 -0.96 0.11 0.21 -0.276
C -2.729432 -0.074412 -0.178946 -1.37 2.07 1.89 -0.609
C 0.533524 0.067814 -1.627486 -0.51 0.98 2.84 -0.170
C 0.993346 0.230889 1.612828 -3.87 -1.94 -2.82 -0.168
Si -0.071888 0.802986 0.017407 1.18 -1.10 1.22 0.186
Cl 0.337101 2.756860 -0.167433 0.38 1.66 -0.15 0.374
Cl -4.474444 -0.017021 0.087657 0.50 -0.01 -0.12 0.573
H -2.494016 1.527298 0.952838 1.09 0.11 -0.23 0.072
H -2.474225 -0.920209 -0.651854 0.89 -2.80 -2.07 0.006
H 0.509115 0.788476 -2.370236 -0.03 1.37 -1.48 0.006
H 1.489921 -0.314497 -1.482167 2.18 -0.07 0.36 0.013
H 0.067127 -0.785625 -1.914233 -2.13 -2.45 -1.05 -0.010
H 1.986973 0.119829 1.367371 2.19 -0.98 -0.78 -0.013
H 0.996577 1.013173 2.258695 -0.58 2.27 2.25 -0.032
H 0.451430 -0.673806 2.005099 1.03 0.78 -0.07 0.048
```
Forces are in eV/Å.

- spin multiplicity = 1
- relative energy (zero: lowest compared OMol25 entry of this formula, charge and spin) (kcal/mol) = 44.66
- molar mass (u) = 155.1
- total energy (eV) = -37200.986
- LUMO (eV) = 0.8
- HOMO level (Eh) = -0.3641
- total charge = 0
- SMILES = C[Si](C)(Cl)/C=C/Cl

***

Record 5
Molecular formula: C4H8Cl4F10Mg2N5O20S10
Method: DFT, ωB97M-V with the def2-TZVPD basis set

XYZ file:
```
63
Properties=species:S:1:pos:R:3:forces:R:3:lowdin_spin:R:1
Mg -8.342383 -5.720460 9.251836 -1.94 -1.78 2.27 0.027
Mg -5.732877 -4.658748 13.449361 -1.28 1.65 0.38 0.024
N -6.500956 -6.259006 12.972842 -1.24 -1.14 -0.64 0.186
S -6.150591 -7.766348 13.273202 2.25 -4.32 1.30 0.050
O -5.881204 -8.643627 12.142113 -0.22 1.16 0.75 0.066
O -6.649313 -8.357369 14.494885 -0.54 0.57 -1.10 0.012
F -4.682747 -7.450106 13.833943 0.98 0.76 -0.47 0.004
S -8.063455 -6.730226 12.441544 -0.89 -1.57 3.17 0.289
O -8.948265 -7.603617 13.195097 -0.83 0.76 -0.32 0.187
O -8.313667 -6.533266 11.030888 -0.74 0.78 -3.40 0.080
F -8.630969 -5.309191 12.995399 -0.08 0.17 -0.66 0.006
N -6.349734 -1.276040 15.625614 -1.26 1.86 -4.74 0.000
S -7.444505 -2.298687 15.191958 -1.94 -4.06 4.56 0.001
O -7.018148 -3.374686 14.289261 -0.94 0.90 0.08 0.002
O -8.824865 -1.875213 15.190154 1.35 -0.71 -0.88 0.000
F -7.321069 -3.082357 16.589914 -0.50 -0.21 -0.26 0.000
S -6.533408 -0.488275 14.065854 2.25 3.28 0.04 0.000
O -7.763105 0.261097 13.814812 2.09 -1.26 0.49 0.000
O -5.896568 -1.198670 12.973902 -0.96 0.60 1.01 0.000
F -5.439604 0.635760 14.456650 -0.74 -0.30 -0.40 0.000
N -7.943462 -4.094279 9.956883 3.88 4.83 1.15 0.009
S -8.675657 -2.776624 10.370909 -7.50 3.46 3.61 0.006
O -8.897476 -1.738694 9.401745 1.32 -0.90 0.02 0.001
O -8.606578 -2.428026 11.788026 1.61 -0.48 -2.78 0.003
F -10.120476 -3.468870 10.380836 -0.26 -0.60 -0.66 0.005
S -6.420817 -3.467372 10.350612 4.29 -2.70 -0.18 0.010
O -5.981602 -3.847489 11.681771 -0.94 0.96 -2.48 0.004
O -5.983233 -2.219715 9.796383 -1.32 -1.07 0.66 0.007
F -5.691463 -4.559211 9.421873 -0.24 0.52 0.60 0.000
N -4.304757 -3.913484 14.402201 3.14 -0.06 4.62 0.004
S -3.154541 -2.853439 14.240176 2.91 4.53 -2.63 0.001
O -1.776582 -3.340095 14.398722 -2.77 0.74 -0.54 0.000
O -3.501658 -1.566423 14.847716 1.23 -2.39 -1.66 0.001
F -3.417306 -2.708348 12.662764 0.61 0.11 0.48 0.000
S -4.002900 -4.032758 16.085713 -3.92 -1.65 5.88 0.001
O -4.447311 -2.874016 16.886799 1.75 -2.51 -2.23 0.000
O -2.884470 -4.827757 16.551074 -0.97 1.32 -1.55 0.000
F -5.250819 -5.046067 16.414966 0.84 0.45 -1.23 0.001
N -7.301350 -6.617721 8.066700 2.07 0.25 -6.62 0.004
S -6.523447 -7.950467 7.859987 5.13 -7.58 6.59 0.002
O -5.049709 -7.999027 8.043753 -3.68 1.40 -1.35 0.001
O -7.128233 -8.952282 7.044665 -0.21 1.19 -1.62 0.000
F -6.987068 -8.507465 9.291061 0.05 0.46 -0.08 0.000
S -7.121971 -6.248012 6.359035 -2.43 4.19 -3.71 0.002
O -8.350498 -6.424118 5.580430 2.05 -0.43 2.09 0.001
O -5.858879 -6.452039 5.675409 -1.71 -0.23 2.05 0.000
F -7.178380 -4.643151 6.610792 0.24 -0.82 0.28 0.001
Cl -5.159874 0.081164 5.068190 -0.55 0.07 0.98 0.000
C -6.145507 -0.319280 6.556388 -0.27 -0.50 0.67 0.000
C -7.222720 0.708859 6.945579 1.39 0.42 -0.48 0.000
Cl -8.298730 0.835477 5.570292 -1.16 0.19 -0.55 0.000
H -5.477767 -0.522345 7.393640 0.24 0.36 -0.16 0.000
H -6.615840 -1.279730 6.345599 -0.07 0.15 -0.19 0.000
H -6.793784 1.704114 7.062082 0.21 -0.10 0.01 0.000
H -7.785638 0.523847 7.860449 0.16 -0.69 -0.16 0.000
Cl -14.608361 -0.909825 8.487763 0.82 0.55 -1.16 0.000
C -13.231966 -0.070427 7.611002 1.10 0.04 0.96 0.000
C -11.879504 -0.348506 8.331109 -1.38 -0.51 0.41 0.000
Cl -11.934292 -0.031782 10.100802 0.15 0.67 -0.36 0.000
H -13.419625 1.000970 7.540349 -0.32 -0.07 0.55 0.000
H -13.048992 -0.354924 6.574818 -0.69 -0.74 0.04 0.000
H -11.107384 0.217836 7.810351 0.16 -0.10 0.37 0.000
H -11.684935 -1.419784 8.382114 0.21 0.14 -0.79 0.000
```
Forces are in eV/Å.

- spin multiplicity = 2
- molar mass (u) = 1147.2
- total energy (eV) = -249182.120
- LUMO (spin up / spin down) (eV) = 2.3 / 2.1
- HOMO level (spin up / spin down) (Eh) = -0.0623 / -0.2042
- total charge = -2

***

Record 6
Molecular formula: C4H8ClF
Method: DFT, ωB97M-V with the def2-TZVPD basis set

XYZ file:
```
14
Properties=species:S:1:pos:R:3:forces:R:3:lowdin_charge:R:1
C 1.326151 -0.288444 -0.835414 1.24 3.20 3.33 -0.089
C -0.618899 0.048204 2.126506 -0.77 0.77 2.61 -0.079
C -0.061668 -0.252039 -0.242167 1.13 1.82 0.93 -0.303
C -0.181644 -0.672671 1.129704 0.82 -0.47 1.50 -0.759
F 1.120181 2.032523 1.598584 0.63 0.95 -0.24 -0.075
Cl 0.503634 -2.197921 1.579026 0.09 -0.70 -0.29 0.704
H 2.068769 0.437494 -0.140824 -1.93 -1.80 -2.24 0.149
H 1.155403 0.081752 -1.801822 0.70 0.57 -1.49 0.053
H 1.742974 -1.243982 -0.818199 0.62 -1.57 -0.18 0.030
H -0.612911 -0.230658 3.182789 0.12 -0.76 -0.46 0.081
H 0.768700 1.268224 1.982540 -0.02 -0.49 0.09 0.001
H -0.940739 1.067699 2.112007 -0.62 0.43 -1.04 0.072
H -0.503566 0.746013 -0.262644 0.13 0.02 -0.36 0.130
H -0.645024 -0.887315 -0.768432 -2.14 -1.97 -2.14 0.083
```
Forces are in eV/Å.

- spin multiplicity = 1
- relative energy (zero: lowest compared OMol25 entry of this formula, charge and spin) (kcal/mol) = 37.25
- molar mass (u) = 110.6
- total energy (eV) = -19516.413
- LUMO (eV) = 0.9
- HOMO level (Eh) = -0.3694
- total charge = 0
- SMILES = C=C(Cl)CC.F

***

Record 7
Molecular formula: C4H8ClF
Method: DFT, ωB97M-V with the def2-TZVPD basis set

XYZ file:
```
14
Properties=species:S:1:pos:R:3:forces:R:3:lowdin_charge:R:1
C 1.850061 0.081143 -0.742994 -1.27 1.65 -0.90 -0.101
C -0.115810 -0.907497 1.413608 0.02 0.45 0.55 0.067
C 0.334689 0.525394 -0.643401 1.36 1.52 0.43 -0.214
C -0.448597 -0.397608 0.227602 1.17 -0.76 1.16 -0.486
F -1.525725 -0.882046 -0.365072 -0.80 -0.95 -0.79 -0.061
Cl -3.127394 1.151972 -0.130317 -1.41 -0.24 0.91 0.344
H 2.366929 0.281470 0.203951 -0.33 -1.50 0.17 0.065
H 2.408849 0.869381 -1.316269 -0.72 -1.03 -0.46 0.074
H 1.714389 -0.898615 -1.264455 1.49 0.56 0.92 0.094
H 0.789926 -0.542451 1.896567 -0.21 -0.09 -0.17 0.060
H -3.762485 0.221917 0.584589 0.79 1.04 -0.85 -0.161
H -0.735952 -1.594144 2.021567 0.33 0.45 -0.85 0.075
H 0.351133 1.592235 -0.226818 -0.52 -1.37 -0.68 0.131
H -0.100010 0.498847 -1.658560 0.09 0.26 0.56 0.112
```
Forces are in eV/Å.

- spin multiplicity = 1
- relative energy (zero: lowest compared OMol25 entry of this formula, charge and spin) (kcal/mol) = 40.67
- molar mass (u) = 110.6
- total energy (eV) = -19516.265
- LUMO (eV) = 0.8
- HOMO level (Eh) = -0.3428
- total charge = 0
- SMILES = C=C(F)CC.Cl

***

Record 8
Molecular formula: C4H8ClF
Method: DFT, ωB97M-V with the def2-TZVPD basis set

XYZ file:
```
14
Properties=species:S:1:pos:R:3:forces:R:3:lowdin_charge:R:1
C -0.577820 2.314240 0.599695 -0.48 0.45 -0.32 -0.648
C -1.384095 1.862976 -0.347186 -0.01 0.54 0.14 -0.085
C 0.286892 -2.201141 -0.375560 -0.09 0.00 0.01 -0.083
C 1.065798 -1.028322 0.176942 0.32 -0.40 -0.15 -0.262
H -0.897491 2.542972 1.607360 0.02 -0.04 -0.06 0.059
H -1.032365 1.641704 -1.349635 -0.02 0.01 0.17 0.062
H -2.435018 1.705425 -0.125151 0.15 0.03 0.00 0.061
H -0.463491 -2.535979 0.346688 0.10 0.03 -0.09 0.076
H 0.958794 -3.038189 -0.590720 -0.06 0.12 0.03 0.076
H -0.225184 -1.917826 -1.299650 0.08 -0.05 0.10 0.075
H 1.575104 -1.291500 1.108044 -0.05 0.06 -0.02 0.112
H 1.816507 -0.675100 -0.541787 -0.16 0.04 0.14 0.112
F 0.198466 0.021510 0.444501 0.23 -1.12 0.10 -0.156
Cl 1.113904 2.599230 0.346460 -0.01 0.33 -0.03 0.602
```
Forces are in eV/Å.

- spin multiplicity = 1
- relative energy (zero: lowest compared OMol25 entry of this formula, charge and spin) (kcal/mol) = 36.87
- molar mass (u) = 110.6
- total energy (eV) = -19516.429
- LUMO (eV) = 1.1
- HOMO level (Eh) = -0.3410
- total charge = 0
- SMILES = C=CCl.CCF